A gas-phase ion, CH2NO4S (charge -1) in a non-equilibrium geometry. Source: OMol25; level of theory: ωB97M-V/def2-TZVPD.

Structure (XYZ):
```
9
Properties=species:S:1:pos:R:3
O 3.137 0.489 -1.116
C 0.830 1.670 -0.592
H 1.232 2.701 -0.363
N -0.388 1.444 0.114
H 0.909 1.366 -1.637
O -0.398 2.170 1.128
S 2.496 0.565 0.184
O 1.891 -0.659 0.632
O -1.361 0.797 -0.204
```

Its energy relative to the best compared isomer or geometry (same formula, charge and spin) is 89.6 kcal/mol. For the molar mass, the calculation gives 124.097 g/mol. As for the total charge: -1. The HOMO energy is -4.0016 eV. For the maximum force, the calculation gives 0.06470 Eh/bohr. The total energy is -793.1536 a.u.

A gas-phase ion, CH2NOS (charge -1) in a non-equilibrium geometry. Source: OMol25; level of theory: ωB97M-V/def2-TZVPD.

Structure (XYZ):
```
6
Properties=species:S:1:pos:R:3
H -1.219 0.681 0.092
O 0.905 1.327 0.152
N -0.834 -0.137 -0.287
C 0.692 0.166 -0.018
H -1.342 -0.965 0.089
S 1.799 -1.072 -0.029
```

Its energy relative to the best compared isomer or geometry (same formula, charge and spin) is 13.0 kcal/mol. For the molar mass, the calculation gives 76.100 g/mol. As for the total charge: -1. The HOMO energy is -3.1220 eV. For the maximum force, the calculation gives 0.06539 Eh/bohr. The total energy is -567.5454 a.u.

A gas-phase ion, CH2NOS2 (charge -1) in a non-equilibrium geometry. Source: OMol25; level of theory: ωB97M-V/def2-TZVPD.

Structure (XYZ):
```
7
Properties=species:S:1:pos:R:3
S 2.162 3.480 -0.026
O -0.167 2.280 0.139
C 1.021 2.321 -0.012
S 1.914 0.508 -0.078
H -0.018 -0.044 -0.971
N 0.428 -0.407 0.011
H 0.023 0.027 0.803
```

Its energy relative to the best compared isomer or geometry (same formula, charge and spin) is 8.4 kcal/mol. For the molar mass, the calculation gives 108.167 g/mol. As for the total charge: -1. The HOMO energy is -3.5524 eV. For the maximum force, the calculation gives 0.08242 Eh/bohr. The total energy is -965.7232 a.u.

A molecular structure, CH2NOS3 in a non-equilibrium geometry. Source: OMol25; level of theory: ωB97M-V/def2-TZVPD.

Structure (XYZ):
```
8
Properties=species:S:1:pos:R:3
C -1.590 -0.672 -0.681
O -1.924 0.214 0.048
N 1.421 0.919 0.832
S -1.948 -1.186 -2.194
S 0.907 -0.636 1.233
H 0.794 1.669 0.908
H 2.210 1.128 0.200
S 0.129 -1.436 -0.346
```

Its energy relative to the best compared isomer or geometry (same formula, charge and spin) is 7.1 kcal/mol. For the molar mass, the calculation gives 140.234 g/mol. As for the total charge: -1. The HOMO energy is -3.7111 eV. For the maximum force, the calculation gives 0.04141 Eh/bohr. The total energy is -1363.9317 a.u.

2 unconnected molecules or ions with the total composition CH2NOS3 in a non-equilibrium geometry. Source: OMol25; level of theory: ωB97M-V/def2-TZVPD.

Structure (XYZ):
```
8
Properties=species:S:1:pos:R:3
S 5.171 0.256 0.422
S 2.133 -1.650 0.523
S 0.572 -1.794 -0.719
C 3.868 0.499 -0.404
O 3.122 0.987 -1.159
H -0.079 0.382 -0.477
N -0.548 -0.502 -0.305
H -0.754 -0.561 0.687
```

Its energy relative to the best compared isomer or geometry (same formula, charge and spin) is 8.0 kcal/mol. For the molar mass, the calculation gives 140.234 g/mol. As for the total charge: -1. The HOMO energy is -2.4776 eV. For the maximum force, the calculation gives 0.04324 Eh/bohr. The total energy is -1363.9304 a.u.

A single CH2O2 molecule in a non-equilibrium geometry. Source: OMol25; level of theory: ωB97M-V/def2-TZVPD.

Structure (XYZ):
```
5
Properties=species:S:1:pos:R:3
O 0.954 -0.200 -0.012
H -0.211 1.382 -0.014
O -1.297 -0.358 -0.010
H 0.842 -1.148 0.028
C -0.288 0.325 0.008
```

Its energy relative to the best compared isomer or geometry (same formula, charge and spin) is 0.6 kcal/mol. For the molar mass, the calculation gives 46.025 g/mol. The HOMO energy is -11.0977 eV. For the maximum force, the calculation gives 0.05311 Eh/bohr. The total energy is -189.7878 a.u.

A single CH2O2S molecule in a non-equilibrium geometry. Source: OMol25; level of theory: ωB97M-V/def2-TZVPD.

Structure (XYZ):
```
6
Properties=species:S:1:pos:R:3
C 0.024 0.441 -0.138
H -1.800 -0.492 0.840
H 1.550 -0.663 -0.156
O -0.229 1.573 0.047
S -0.769 -1.159 0.135
O 1.224 0.299 -0.728
```

Its energy relative to the best compared isomer or geometry (same formula, charge and spin) is 33.7 kcal/mol. For the molar mass, the calculation gives 78.092 g/mol. The HOMO energy is -10.7819 eV. For the maximum force, the calculation gives 0.14150 Eh/bohr. The total energy is -587.9331 a.u.

A single CH2O2S molecule in a non-equilibrium geometry. Source: OMol25; level of theory: ωB97M-V/def2-TZVPD.

Structure (XYZ):
```
6
Properties=species:S:1:pos:R:3
S -1.191 0.128 -1.438
O -1.036 -1.134 -0.161
H 1.984 0.149 0.347
C -0.270 0.058 0.067
H -0.449 0.454 1.082
O 0.962 0.344 0.103
```

Its energy relative to the best compared isomer or geometry (same formula, charge and spin) is 104.2 kcal/mol. For the molar mass, the calculation gives 78.092 g/mol. The HOMO energy is -8.9803 eV. For the maximum force, the calculation gives 0.19989 Eh/bohr. The total energy is -587.8208 a.u.